# 1
140
Properties=species:S:1:pos:R:3:forces:R:3:lowdin_charge:R:1 method="wB97M-V/def2-TZVPD" smiles="CC(=O)OCc1c2c(c(CCF)c(CCO)c1-c1ccncc1)C(=O)c1c(P(=O)(O)O)ccc(CCCCS(=O)(=O)O)c1C2=O.ClCCCl.ClCCCl.ClCCCl.ClCCCl.ClCCCl.ClCCCl.ClCCCl.ClCCCl" lumo_energy_ev=-2.15
C -0.687234 -5.178182 0.051635 0.8934 0.7451 -1.0625 -0.07
C -0.007442 -3.853412 0.799357 3.9438 -2.4963 4.9228 -0.27
O 0.881220 -4.145525 1.785790 -5.9296 2.8131 -6.7456 -0.03
O -0.314465 -2.445279 0.380445 1.4252 -3.0341 -0.3112 -0.13
C 0.546150 -2.244611 -0.796129 0.8892 -0.5398 -1.3196 -0.16
C 0.231564 -0.890664 -1.666075 -0.1552 3.4098 -1.6877 0.02
C -1.252090 -0.314993 -2.060476 1.3465 1.1588 -0.5629 0.03
C -1.522931 1.047296 -2.992243 3.2387 -0.7557 0.4608 0.04
C -0.217511 1.915824 -3.574210 0.0327 -3.3959 1.7321 -0.01
C -0.397062 3.266883 -4.538183 -0.0030 0.0237 0.4633 -0.12
C -0.421775 4.586497 -3.546869 0.0306 0.2892 0.2515 -0.11
F 0.807307 5.433913 -3.680161 -2.3019 -1.7963 0.0698 -0.16
C 1.294786 1.350906 -3.136388 -1.6534 -1.3036 0.5765 -0.02
C 2.653261 2.170869 -3.649731 -0.2550 0.4845 0.1196 -0.12
C 3.405618 2.939572 -2.369979 -0.0200 -0.5466 -0.5211 -0.21
O 2.347483 3.612396 -1.599452 0.5702 -1.9202 0.7365 -0.14
C 1.535866 0.001961 -2.212184 -2.5774 1.1582 -0.7244 -0.03
C 3.085370 -0.416540 -1.870072 4.3418 -1.4024 0.6880 -0.12
C 4.202438 -0.914174 -3.012798 0.1475 0.5919 4.5535 0.00
C 5.680084 -1.278021 -2.434220 -1.7259 0.5374 0.5131 -0.12
N 6.222807 -1.288382 -1.046183 -5.3502 1.6895 -0.9736 -0.03
C 5.281483 -0.854514 0.024929 -1.9815 0.2742 -4.2787 -0.09
C 3.765355 -0.406048 -0.353096 0.6909 -0.5933 -1.5084 -0.03
C -3.099118 1.463006 -3.333292 -1.8324 1.1974 -3.7041 -0.18
O -3.536799 1.881010 -4.523498 3.0930 -2.4378 7.4816 -0.01
C -4.163356 1.269652 -2.057872 -0.8977 -0.6669 2.0232 0.01
C -5.385454 2.343122 -1.755865 0.1596 -2.6445 2.7187 -0.15
P -5.691730 3.921262 -2.831147 -1.0204 0.2327 -3.7511 0.72
O -6.046840 3.605338 -4.339491 1.4668 1.2109 5.6518 -0.36
O -7.044903 4.818606 -2.124054 1.8767 -2.2522 -1.5045 -0.25
O -4.267337 4.928241 -2.620656 -3.4161 -0.8990 0.9947 -0.22
C -6.400349 2.133471 -0.476345 3.6505 -3.3163 -0.7096 -0.03
C -6.108673 0.808131 0.477313 1.6258 1.2234 -2.9659 0.01
C -4.868311 -0.272776 0.185384 -0.8671 2.1685 -1.7996 -0.06
C -4.678803 -1.517349 1.235543 -0.7362 0.8104 -0.1747 -0.18
C -5.023535 -3.000278 0.627551 0.7327 -0.3616 -0.8261 -0.19
C -3.804898 -4.008282 1.171877 -0.5443 1.4054 -0.5423 -0.20
C -4.164479 -4.318912 2.748949 -0.9051 -0.8199 -1.4651 -0.25
S -2.976436 -3.568942 3.987716 5.6358 -1.7804 6.2071 0.81
O -1.476156 -3.811856 3.675945 -5.3092 1.1975 -0.5605 -0.37
O -3.206632 -4.149898 5.437225 -0.7003 2.1521 -5.5644 -0.40
O -3.158489 -1.853086 4.176108 0.7867 -1.7541 -0.9595 -0.24
C -3.878188 -0.074581 -1.106145 -2.9115 2.7189 0.5710 0.03
C -2.637043 -1.089356 -1.531512 0.5608 -3.9772 -0.3914 -0.16
O -2.690699 -2.423481 -1.515634 0.0781 8.0941 0.2167 -0.03
H 0.229183 -5.813323 -0.359633 -1.9355 1.6482 1.2646 0.00
H -1.274669 -5.875729 0.785343 1.1364 1.7555 -1.2151 0.10
H -1.317690 -4.877137 -0.912364 1.1178 -0.5032 2.3157 0.09
H 1.667151 -2.318802 -0.402629 -2.3022 0.7527 -1.1183 0.14
H 0.431882 -3.165890 -1.546567 0.0131 1.9632 1.4566 0.15
H -1.415481 3.276533 -5.126560 1.9491 -0.4877 1.4200 0.11
H 0.452075 3.334331 -5.373154 -1.7388 -0.1672 2.1519 0.13
H -0.463572 4.213589 -2.430047 0.2264 0.9671 -2.2949 0.13
H -1.335126 5.312413 -3.776270 2.0901 -1.6641 0.3865 0.13
H 3.372774 1.454611 -4.235597 -1.3882 1.2580 1.3441 0.10
H 2.384537 3.050514 -4.405026 0.1903 -2.0388 1.7206 0.10
H 4.057528 2.202682 -1.720447 -1.5248 1.3339 -1.2538 0.11
H 4.133165 3.760133 -2.783670 -1.6564 -1.5319 0.7449 0.08
H 1.937569 2.952095 -0.943553 1.0906 1.3012 -1.6191 0.11
H 3.898808 -0.979388 -4.160546 0.9290 0.0798 2.8044 0.11
H 6.467110 -1.593550 -3.277860 -1.8627 0.7246 2.2673 0.11
H 5.657236 -0.804309 1.150227 -0.8661 -0.1939 -2.8365 0.11
H 3.071047 -0.048317 0.543538 1.5981 -0.8701 -2.1374 0.10
H -7.836482 4.552442 -2.687653 1.5065 0.4383 0.7405 0.09
H -4.425309 5.601433 -1.889798 0.1667 -1.1665 -1.1877 0.09
H -7.289565 2.895371 -0.256383 2.2907 -1.8902 -0.5680 0.10
H -6.856334 0.677513 1.398226 2.0616 0.0517 -2.1888 0.10
H -3.550212 -1.476201 1.606599 -2.5788 -0.0926 -0.6837 0.12
H -5.450862 -1.326588 2.124030 2.0455 -0.1660 -1.7569 0.13
H -5.060046 -2.963832 -0.561630 0.3574 -0.0944 2.6463 0.12
H -6.079385 -3.423082 0.960464 2.2231 1.0556 -0.4559 0.12
H -2.771213 -3.431038 1.026515 -2.2826 -1.3166 0.4828 0.10
H -3.734196 -4.965408 0.502184 -0.2952 1.6279 1.6627 0.12
H -4.102071 -5.498139 2.871811 0.1872 2.6937 0.4989 0.12
H -5.270837 -3.989358 3.028455 2.5795 -0.5569 -0.4231 0.10
H -2.242857 -1.414527 4.154888 -1.4783 -1.4241 -0.1310 0.12
Cl -3.911233 -5.931047 9.450717 -0.1804 -0.0921 0.0992 0.54
C -2.630083 -5.129829 8.508840 0.3400 0.3367 -0.2894 -0.66
C -1.837692 -4.136548 9.344035 0.1770 -0.3222 -0.0735 -0.68
Cl -2.809789 -2.715355 9.800831 -0.1402 0.1131 0.0827 0.53
H -3.095115 -4.647648 7.643195 0.1004 -0.0692 0.2608 0.03
H -1.966414 -5.918779 8.142126 -0.0381 0.1558 0.1249 0.08
H -0.984980 -3.764378 8.769350 -0.5048 -0.1398 0.2280 -0.04
H -1.456552 -4.595469 10.261521 -0.1915 0.0985 -0.1390 0.07
Cl 4.941031 5.955447 -4.189078 -0.1812 -0.3358 0.0392 0.53
C 3.526460 6.457280 -5.146981 -0.4303 0.0257 -0.1648 -0.63
C 3.553315 5.885388 -6.555619 -0.2081 -0.0438 0.2018 -0.66
Cl 4.854238 6.594318 -7.544782 0.0629 -0.0232 -0.0287 0.54
H 3.492999 7.551298 -5.156942 0.1637 -0.2285 -0.0530 0.07
H 2.640464 6.095347 -4.616515 0.1957 0.0080 -0.1481 0.04
H 2.611859 6.108244 -7.065409 0.1138 0.0350 0.1478 0.07
H 3.687776 4.799340 -6.546916 0.0790 0.2386 0.0418 0.07
Cl 0.772946 -4.105514 7.372773 0.3818 -0.0732 -0.3146 0.62
C 1.879206 -2.713846 7.472155 0.2623 0.2911 -0.0227 -0.63
C 3.172205 -3.057218 8.194851 0.0381 0.0524 -0.2719 -0.66
Cl 2.912409 -3.360518 9.930921 -0.0388 -0.0352 -0.0078 0.54
H 1.348960 -1.892081 7.963720 0.1137 -0.2404 0.0008 0.07
H 2.098347 -2.409694 6.444125 0.0169 -0.1268 0.1607 0.08
H 3.872494 -2.220468 8.121819 -0.1844 -0.0664 -0.0066 0.07
H 3.651575 -3.941826 7.764350 -0.2074 0.1465 0.1109 0.07
Cl 2.603765 -7.811681 0.517982 -0.0947 0.0500 -0.0310 0.56
C 1.728789 -9.139663 -0.282835 -0.0906 -0.2120 -0.1102 -0.66
C 1.428066 -8.833260 -1.741507 0.2543 -0.3468 0.0196 -0.64
Cl 0.227567 -7.529468 -1.921379 0.0658 -0.3037 -0.3003 0.60
H 0.813494 -9.335106 0.284731 0.1694 0.1392 -0.1595 0.07
H 2.366802 -10.025982 -0.213865 -0.0894 0.1582 -0.1142 0.07
H 1.008680 -9.718046 -2.228497 0.0294 0.1117 0.1449 0.07
H 2.330979 -8.539957 -2.285914 -0.2020 0.0286 0.1966 0.07
Cl -8.559872 -6.792981 7.143028 -0.0346 0.0102 -0.0485 0.54
C -6.949293 -7.517777 6.916899 0.3053 -0.1299 -0.0421 -0.66
C -5.943798 -6.522772 6.359239 0.1329 -0.1060 0.5005 -0.67
Cl -6.309290 -6.068891 4.675841 -0.1821 -0.0546 -0.0652 0.58
H -7.057221 -8.389988 6.264446 -0.0186 0.2638 0.0655 0.07
H -6.618909 -7.867739 7.899626 0.0284 0.1735 -0.1653 0.07
H -4.944135 -6.966121 6.356810 -0.1805 0.0419 -0.0004 0.07
H -5.909338 -5.606895 6.957269 -0.0668 -0.2006 -0.1857 0.06
Cl 6.756915 8.215794 -4.764079 0.3150 0.3506 -0.0936 0.52
C 7.782754 9.627442 -5.118101 0.1069 0.1878 -0.0186 -0.65
C 7.720758 10.030800 -6.582853 -0.1209 0.2694 0.2235 -0.66
Cl 8.489353 8.825348 -7.645666 -0.0236 -0.0617 -0.0418 0.53
H 8.805612 9.391031 -4.808318 -0.2137 -0.0012 -0.1627 0.07
H 7.419366 10.447804 -4.491736 0.0330 -0.0713 -0.1886 0.07
H 8.257655 10.971675 -6.732471 -0.0266 -0.1596 0.0729 0.07
H 6.688611 10.169824 -6.919011 0.2005 -0.1537 0.1086 0.07
Cl 8.921922 6.495601 -12.560533 -0.0047 -0.0369 -0.0206 0.53
C 7.498555 7.514860 -12.235629 -0.2544 0.2166 0.0814 -0.67
C 6.725599 7.050214 -11.011421 0.1350 0.2561 0.0533 -0.68
Cl 5.920200 5.483937 -11.278878 0.0295 -0.0247 -0.0263 0.53
H 6.870113 7.517371 -13.131815 0.1280 -0.1208 0.2198 0.07
H 7.867695 8.532675 -12.076987 -0.0614 -0.1861 0.0768 0.07
H 5.940139 7.772270 -10.771469 0.1183 -0.0784 -0.0998 0.07
H 7.376802 6.951499 -10.137438 -0.0997 -0.0343 -0.2361 0.05
Cl -0.376469 2.107749 9.917244 0.0424 0.0489 0.0184 0.53
C -1.922562 1.235405 10.055226 -0.3246 -0.2135 -0.0219 -0.68
C -3.118476 2.142000 9.810448 0.0413 -0.2219 -0.1995 -0.67
Cl -3.331372 3.340580 11.111028 0.0264 0.0351 -0.0081 0.53
H -1.964517 0.771916 11.045939 0.0113 0.1983 -0.1991 0.07
H -1.903226 0.436838 9.307366 -0.0652 0.1592 0.0983 0.05
H -4.035333 1.546942 9.776249 0.1901 0.0108 0.0549 0.07
H -3.027021 2.682452 8.863239 0.0775 -0.0768 0.2500 0.07

# 2
34
Properties=species:S:1:pos:R:3:forces:R:3:lowdin_charge:R:1 method="wB97M-V/def2-TZVPD" lumo_energy_ev=-1.29
C -1.227485 -0.523980 -4.724853 0.3349 -0.4249 -0.4519 -0.07
C -1.030272 -0.943515 -3.283028 -0.2917 0.4926 1.9482 -0.59
C -0.083143 -0.206134 -2.491171 -1.2787 1.4094 -0.7704 -0.13
C 0.253352 -0.423507 -1.054871 1.2765 -2.5345 0.2831 -0.14
O -1.752502 -1.862500 -2.848441 0.0453 -0.2555 0.0529 -0.08
H -0.527514 0.282921 -4.967779 -0.3911 -0.0419 -0.3264 0.06
H -1.061036 -1.391971 -5.386908 0.2421 0.2855 0.2546 0.07
H -2.283249 -0.277133 -4.917249 0.3952 0.3106 0.3290 0.08
H 0.420588 0.567605 -3.074302 0.3413 -0.1231 0.5159 0.05
H 1.303021 -0.851689 -1.154206 -0.8430 0.3225 0.9520 0.13
H -0.342231 -1.204326 -0.558312 -0.2551 -0.4433 -1.3258 0.11
C 3.142891 -3.114607 2.221797 -0.0106 -0.3723 -0.4815 -0.07
C 1.750233 -2.558888 2.217975 0.1129 0.4711 -0.2820 -0.19
O 1.814116 -1.272979 1.503148 -1.1627 0.4096 -0.1156 0.00
C 0.624840 -0.629704 1.499008 -0.0647 -0.5995 -0.1646 -0.42
C 0.495627 0.399439 0.319657 0.3637 0.5390 0.9534 -0.11
N -0.418750 1.495437 0.803101 -0.1424 -0.0263 0.1838 0.02
C -1.595576 1.240544 1.458533 0.2240 0.3272 -0.6015 0.02
C -2.483045 2.259622 1.753916 0.0935 -0.0750 -0.1691 -0.01
C -2.162764 3.574373 1.426174 0.3109 -0.6247 -0.5156 -0.03
C -0.948723 3.815732 0.777979 0.2234 0.0725 0.0014 -0.03
C -0.070526 2.778115 0.507958 -0.7750 -0.3194 -0.3265 0.00
O -0.259200 -0.916030 2.288724 0.8104 0.3423 -0.7798 0.08
H 3.074138 -4.172471 2.472941 0.1907 0.0070 0.3060 0.08
H 3.587647 -3.077060 1.225727 -0.0341 0.1223 0.0356 0.08
H 3.777342 -2.576830 2.921280 0.0798 -0.1033 0.0486 0.08
H 1.027289 -3.172881 1.656398 0.2824 0.1285 0.4038 0.14
H 1.417264 -2.381180 3.241642 -0.2405 -0.0514 -0.2318 0.12
H 1.468990 0.861212 0.228534 0.1455 0.4031 0.0567 0.13
H -1.786093 0.220770 1.762953 0.0731 0.1371 -0.4254 0.13
H -3.450188 1.969500 2.169517 0.4200 0.2636 0.0688 0.13
H -2.874525 4.363132 1.590338 -0.0358 0.2294 0.0897 0.11
H -0.678271 4.810311 0.429029 -0.0452 -0.1939 0.2601 0.12
H 0.877755 2.918670 -0.015208 -0.3949 -0.0845 0.2243 0.15

Gap between HOMO and LUMO, respectively: 0.25873 0.15442 hartree.
E_HOMO, respectively: -9.19 -5.50 eV.
Energy above the lowest of the compared OMol25 structures with the same formula, charge and spin, respectively: 1756.23 527.06 kJ/mol.